DFT (wB97M-V/def2-TZVPD) results for C23H27FNO as an isolated structure.

```
53
Properties=species:S:1:pos:R:3:lowdin_charge:R:1
C 1.07247 2.38999 2.58748 -0.1695
C -0.37517 2.55912 3.02279 -0.1756
C -1.40648 2.40170 1.88911 -0.1051
C -0.96321 1.53559 0.73436 -0.1528
N -1.93679 1.36405 -0.24625 -0.0530
C -3.18067 2.11774 -0.12081 -0.1375
C -4.19713 1.76162 -1.19568 -0.1658
O -3.60700 1.69029 -2.49772 -0.1209
C -2.61121 0.67196 -2.55607 -0.1668
C -1.49379 0.87173 -1.53115 -0.1273
C 0.24612 0.89169 0.69966 0.0026
C 1.26845 1.11206 1.75055 -0.1706
H 1.38040 3.25165 1.98191 0.1250
H 1.73701 2.35773 3.45860 0.1234
H -0.59940 1.81934 3.80387 0.1213
H -0.50806 3.54824 3.46653 0.1183
H -2.32369 1.99065 2.34348 0.1313
H -1.66471 3.41477 1.52773 0.1329
H -3.64976 1.90747 0.84900 0.1248
H -2.98521 3.20451 -0.18145 0.1351
H -4.68226 0.80144 -0.92298 0.1348
H -4.94004 2.56189 -1.29002 0.1371
H -3.05880 -0.33196 -2.39763 0.1308
H -2.19863 0.73343 -3.57386 0.1366
H -0.72678 1.53815 -1.97470 0.1467
H -1.02975 -0.10841 -1.39520 0.0826
H 0.31169 -0.11532 0.17102 0.0600
H 2.28295 1.09800 1.33262 0.1110
H 1.22479 0.24236 2.42669 0.1301
F 6.42313 -1.34836 1.04514 0.0689
C 5.12858 -1.21131 0.61705 -0.2207
C 4.82594 -0.17778 -0.26472 0.0257
C 3.50184 -0.04118 -0.67821 -0.0096
C 2.49880 -0.91717 -0.20980 -0.2156
C 1.09202 -0.68599 -0.66428 -0.0386
C 0.31787 -1.95091 -0.93230 -0.2262
C -0.06045 -2.29439 -2.23931 -0.0272
C -1.03808 -3.26526 -2.44472 -0.0524
C -1.56466 -3.96792 -1.35385 -0.0512
C -1.13571 -3.68443 -0.05227 -0.0445
C -0.19586 -2.67044 0.16391 -0.0313
C 2.85927 -1.96299 0.64950 0.0067
C 4.17606 -2.10528 1.09399 0.0352
H 5.59070 0.49253 -0.64475 0.1315
H 3.21178 0.75471 -1.36727 0.1319
H 1.13987 -0.04287 -1.55500 0.1369
H 0.38326 -1.74427 -3.07769 0.1327
H -1.38100 -3.47431 -3.46002 0.1186
H -2.30520 -4.74558 -1.51705 0.1141
H -1.51137 -4.23779 0.80725 0.1157
H 0.10817 -2.41366 1.18245 0.1210
H 2.10097 -2.67227 0.97631 0.1074
H 4.44876 -2.91456 1.76376 0.1318
```

Output
HOMO, eV: -11.38
Max |F|, eV Å⁻¹: 4.6
HOMO-LUMO gap, Ha: 0.2440
Total charge: +1

DFT (wB97M-V/def2-TZVPD) results for C23H27IrN5O2S as an isolated structure.

```
59
Properties=species:S:1:pos:R:3:lowdin_charge:R:1
Ir 0.49256 0.92318 0.22975 1.3519
C -6.51175 0.88916 -3.67620 -0.0360
C -5.39514 1.20935 -2.72480 -0.2502
C -4.98706 0.29106 -1.76342 -0.0232
C -3.94737 0.57706 -0.89126 -0.0533
C -3.31292 1.80316 -0.99333 -0.3013
C -3.70035 2.74558 -1.94312 -0.0417
C -4.73790 2.43955 -2.79966 -0.0160
S -2.02607 2.27660 0.08929 0.6452
O -0.81640 2.55729 -0.74175 -0.3992
O -2.42918 3.34751 0.94800 -0.2445
N -1.63673 0.91820 0.91438 -0.2160
C -1.15043 1.20382 2.19342 -0.4098
C -1.79514 1.46322 3.39103 0.0308
C -1.00817 1.74935 4.49203 -0.0104
C 0.38275 1.78033 4.39235 -0.0222
C 0.97632 1.52267 3.17675 -0.0568
N 0.19520 1.23530 2.12788 -0.0884
H -7.09086 0.03298 -3.33562 0.0806
H -6.11295 0.65470 -4.66487 0.0928
H -7.18346 1.73967 -3.78859 0.0878
H -5.49460 -0.66227 -1.68826 0.1190
H -3.63981 -0.13197 -0.13624 0.1018
H -3.19786 3.70258 -2.00242 0.1266
H -5.05013 3.16725 -3.53801 0.1258
H -2.87439 1.45948 3.43148 0.1349
H -1.47917 1.96301 5.44206 0.1262
H 0.99812 2.01335 5.24845 0.1213
H 2.04259 1.54104 3.00707 0.1155
C 0.58289 -3.94344 0.40141 -0.0390
C 1.90398 -3.18077 0.51188 -0.6237
C 2.41692 -3.18032 1.95030 -0.0362
C 2.94797 -3.79019 -0.41633 -0.0308
N 1.79224 -1.76851 0.05158 -0.0200
N 0.77408 -1.02720 0.74389 -0.0753
H 0.73128 -4.98580 0.68267 0.0970
H 0.20419 -3.92790 -0.62323 0.0923
H -0.18855 -3.55165 1.07043 0.0754
H 2.70677 -4.18951 2.24001 0.0974
H 1.65445 -2.86394 2.66921 0.0772
H 3.28961 -2.53245 2.04121 0.0933
H 3.11854 -4.83312 -0.15179 0.0965
H 3.89102 -3.24969 -0.34002 0.0935
H 2.61467 -3.76040 -1.45620 0.0906
H 1.54260 -1.75731 -0.93352 0.1213
H 1.00633 -1.11109 1.73320 0.1045
H -0.15093 -1.45366 0.63089 0.1099
N 7.12458 0.53987 -2.85869 0.1703
C 6.11211 0.66160 -2.33019 -0.1789
C 4.84962 0.80679 -1.65859 -0.2279
C 4.81769 0.96685 -0.27304 -0.0198
C 3.60632 1.08176 0.38635 -0.1010
C 2.41345 1.04170 -0.32551 -0.3322
C 2.46041 0.93658 -1.71678 -0.1392
C 3.66580 0.79890 -2.38900 -0.0227
H 5.74809 0.99349 0.27843 0.1251
H 3.61576 1.18578 1.46462 0.0835
H 1.54389 0.97393 -2.31333 0.1019
H 3.69453 0.70750 -3.46628 0.1256
```

Output
HOMO, eV: -11.50
Max |F|, eV Å⁻¹: 1.3
HOMO-LUMO gap, Ha: 0.2779
Total charge: +1

DFT (wB97M-V/def2-TZVPD) results for an isolated molecule of C23H27N3O2.

```
55
Properties=species:S:1:pos:R:3:lowdin_charge:R:1
C -4.51520 -3.03007 1.47594 -0.0880
O -3.86044 -1.79788 1.32052 -0.1112
C -4.04849 -1.09403 0.15342 -0.1977
C -4.74191 -1.60091 -0.93117 -0.0341
C -4.95141 -0.83356 -2.06846 -0.1030
C -4.46368 0.45436 -2.11591 -0.1010
C -3.74952 0.96454 -1.04487 -0.0250
C -3.50928 0.21545 0.10562 -0.1560
N -2.85885 0.73390 1.22156 -0.0871
C -2.63355 2.15692 1.33758 -0.1465
C -1.31103 2.60742 0.70394 -0.1663
N -0.22603 1.84883 1.29882 -0.1455
C 1.10448 2.30718 0.91735 -0.1066
C 1.35273 2.03575 -0.56346 -0.3306
O 0.75932 2.67956 -1.41303 0.0699
C 2.17019 0.87327 -0.89317 -0.0707
C 1.91324 0.02375 -1.95448 -0.2244
C 0.82968 0.06974 -2.96679 -0.0024
N 2.81055 -1.00020 -1.93765 0.1389
C 3.69485 -0.82767 -0.90572 -0.1905
C 4.79245 -1.59479 -0.54442 0.0189
C 5.56066 -1.17473 0.52459 -0.2871
C 6.76137 -1.95475 0.96838 -0.0574
C 5.22372 0.01005 1.19307 -0.0543
C 4.13498 0.77449 0.83865 -0.0220
C 3.32604 0.34845 -0.21485 -0.1133
C -0.43335 0.42586 1.09893 -0.1512
C -1.73810 0.01706 1.79186 -0.1326
H -5.59847 -2.93085 1.35199 0.0971
H -4.13773 -3.78457 0.77641 0.0945
H -4.29812 -3.34900 2.49482 0.0941
H -5.14709 -2.60011 -0.89842 0.0992
H -5.50140 -1.24889 -2.89913 0.0983
H -4.62478 1.06910 -2.98888 0.0998
H -3.36923 1.97037 -1.11836 0.0979
H -3.47319 2.70294 0.90689 0.1209
H -2.59037 2.38091 2.40952 0.1249
H -1.14723 3.66701 0.91452 0.1283
H -1.34852 2.47626 -0.38857 0.1060
H 1.15241 3.38185 1.11043 0.1320
H 1.81912 1.78293 1.55015 0.1025
H 0.22646 0.96002 -2.81659 0.0715
H 1.25152 0.10566 -3.97110 0.0886
H 0.19487 -0.81491 -2.89512 0.0877
H 2.82173 -1.76520 -2.59208 0.1668
H 5.04446 -2.49055 -1.09390 0.1138
H 7.65880 -1.34107 0.89919 0.0809
H 6.65041 -2.26375 2.00711 0.0807
H 6.89959 -2.84163 0.35524 0.0714
H 5.85185 0.33298 2.01086 0.1102
H 3.93326 1.69668 1.36148 0.1050
H 0.40900 -0.11555 1.53686 0.1316
H -0.50390 0.15823 0.02932 0.1295
H -1.89239 -1.05449 1.69828 0.1144
H -1.67452 0.27764 2.85284 0.1291
```

Output
HOMO, eV: -7.32
Max |F|, eV Å⁻¹: 0.7
SMILES string: COc1ccccc1N1CCN(CC(=O)c2c(C)[nH]c3cc(C)ccc23)CC1
HOMO-LUMO gap, Ha: 0.2948

DFT (wB97M-V/def2-TZVPD) results for an isolated molecule of C23H27N3O5S.

```
59
Properties=species:S:1:pos:R:3:lowdin_charge:R:1
C 4.51048 3.50838 7.42587 -0.0613
C 3.47395 4.27953 6.62234 -0.2124
O 2.41365 3.42520 6.18337 0.0008
C 2.61396 2.72826 5.06417 -0.4798
O 3.61941 2.77482 4.40570 0.1204
C 1.37717 1.91859 4.71082 -0.2074
C 1.77536 0.66118 3.93069 -0.1146
C 0.69270 0.23287 2.94582 -0.1989
N 0.45060 1.27337 1.97018 -0.0457
C -0.08148 1.10317 0.73760 -0.4683
O -0.15317 2.03546 -0.05425 0.0493
C -0.59497 -0.21274 0.31701 -0.3787
C -0.76824 -0.51735 -1.00267 -0.0246
C -1.37960 -1.77347 -1.21116 -0.1529
C -1.83640 -2.71282 -2.17997 -0.1779
C -1.81019 -2.63130 -3.62615 -0.1641
C -2.14384 -3.73837 -4.40133 -0.0284
C -2.11494 -3.64259 -5.77359 0.0051
C -1.76080 -2.46230 -6.42738 -0.1958
O -1.78753 -2.55743 -7.78571 -0.0684
C -1.45698 -1.46519 -8.61260 -0.0770
C -1.42764 -1.33676 -5.64898 -0.1785
O -1.08547 -0.17115 -6.29325 -0.1168
C -0.74198 0.95263 -5.52142 -0.0774
C -1.45919 -1.44502 -4.26735 0.0452
N -2.34115 -3.77297 -1.55836 0.1422
N -2.24478 -3.58143 -0.23491 -0.1883
C -2.71646 -4.56276 0.69559 -0.0153
C -1.67383 -2.39267 0.01226 -0.4800
S -1.21433 -1.47830 1.38901 1.1001
C 0.80141 2.62286 2.37524 -0.1245
C 0.46114 2.80909 3.84619 -0.1021
H 4.98760 2.76176 6.79589 0.0754
H 4.03890 3.01099 8.26997 0.0777
H 5.26814 4.19352 7.79478 0.0777
H 2.98789 5.04263 7.23343 0.1230
H 3.94077 4.74156 5.74650 0.1225
H 0.86384 1.67048 5.64242 0.1492
H 2.69662 0.86988 3.38319 0.1223
H 1.97408 -0.16222 4.61735 0.1263
H -0.23016 -0.00223 3.49491 0.1076
H 1.02394 -0.67503 2.43474 0.1000
H -0.44689 0.16882 -1.76424 0.1154
H -2.42034 -4.65792 -3.91295 0.1063
H -2.36762 -4.48781 -6.39422 0.1202
H -2.13397 -0.62216 -8.46054 0.0942
H -0.42844 -1.13417 -8.45513 0.0944
H -1.56597 -1.83928 -9.63085 0.0927
H 0.13897 0.76344 -4.89966 0.0982
H -1.57268 1.28080 -4.88859 0.0998
H -0.50961 1.73636 -6.24134 0.0956
H -1.22072 -0.58797 -3.66283 0.0875
H -3.49782 -4.14176 1.33182 0.0914
H -3.11986 -5.39274 0.12022 0.0919
H -1.89795 -4.91521 1.32693 0.0911
H 0.23267 3.30732 1.74138 0.1262
H 1.86785 2.81128 2.20754 0.1376
H 0.57554 3.85678 4.12651 0.1251
H -0.58162 2.53210 4.00999 0.1265
```

Output
HOMO, eV: -7.44
Max |F|, eV Å⁻¹: 1.0
SMILES string: CCOC(=O)C1CCN(C(=O)c2cc3c(-c4ccc(OC)c(OC)c4)nn(C)c3s2)CC1
HOMO-LUMO gap, Ha: 0.2890

For the records above, the corresponding lowest unoccupied orbital energy values read -4.740; -3.937; 0.703; 0.423 eV.